{"formula": "C40H96NO17PS", "method": "the ωB97M-V functional and the def2-TZVPD basis", "species": ["S", "P", "O", "O", "O", "O", "O", "O", "O", "O", "O", "O", "O", "O", "O", "O", "O", "O", "O", "N", "C", "C", "C", "C", "C", "C", "C", "C", "C", "C", "C", "C", "C", "C", "C", "C", "C", "C", "C", "C", "C", "C", "C", "C", "C", "C", "C", "C", "C", "C", "C", "C", "C", "C", "C", "C", "C", "C", "C", "C", "H", "H", "H", "H", "H", "H", "H", "H", "H", "H", "H", "H", "H", "H", "H", "H", "H", "H", "H", "H", "H", "H", "H", "H", "H", "H", "H", "H", "H", "H", "H", "H", "H", "H", "H", "H", "H", "H", "H", "H", "H", "H", "H", "H", "H", "H", "H", "H", "H", "H", "H", "H", "H", "H", "H", "H", "H", "H", "H", "H", "H", "H", "H", "H", "H", "H", "H", "H", "H", "H", "H", "H", "H", "H", "H", "H", "H", "H", "H", "H", "H", "H", "H", "H", "H", "H", "H", "H", "H", "H", "H", "H", "H", "H", "H", "H"], "positions_angstrom": [[2.569, -0.011, -0.646], [1.485, 0.965, 1.121], [7.521, 0.252, 4.735], [-4.329, 2.318, 7.211], [0.136, 2.557, -9.683], [0.772, 1.977, 2.295], [-5.629, 2.764, -6.506], [-3.601, 2.181, 10.745], [0.927, -5.642, 0.401], [-4.363, 4.670, 9.155], [10.260, 0.470, 3.408], [3.131, -2.305, 1.874], [-0.249, -8.129, 1.722], [-4.681, 5.174, -4.877], [-3.047, 2.712, -4.206], [1.671, -9.057, -0.459], [-1.751, 0.481, -8.477], [-0.283, 0.385, -11.783], [7.144, -0.430, 1.785], [-0.006, 0.548, 0.425], [-1.923, 1.886, -8.514], [-1.620, -0.029, -7.171], [-1.154, 0.763, 3.361], [11.152, 1.539, 3.617], [-0.510, -8.399, 0.357], [-0.290, 1.082, -0.935], [2.461, -0.060, 2.283], [-0.557, 0.644, -13.139], [0.843, -5.926, 1.787], [-0.623, 0.006, -1.959], [6.393, 0.482, 2.559], [-1.277, 2.499, -9.732], [-1.723, 0.487, 4.741], [0.872, 1.367, -9.895], [-2.538, 2.131, 11.667], [-2.566, -1.597, -1.709], [7.224, 1.113, 3.650], [-1.640, 2.688, -4.212], [-5.201, 3.751, 9.830], [2.033, -1.533, 2.389], [-4.593, 3.138, 11.067], [-6.978, 2.387, -6.655], [0.079, 1.642, 3.481], [-2.122, -0.227, -2.199], [0.919, -7.408, 2.061], [-5.343, 4.067, -6.980], [6.381, -1.527, 1.323], [0.341, -9.491, -0.242], [0.165, -4.529, 0.004], [1.720, -1.981, 3.809], [-3.700, 3.577, 7.052], [-3.619, 3.624, -3.290], [-4.268, 4.734, -6.158], [2.635, -10.068, -0.285], [-4.886, 4.218, -3.854], [8.508, -0.746, 4.556], [9.928, -0.237, 4.588], [-5.333, 2.063, 6.257], [-3.292, 4.169, 8.379], [0.947, 0.923, -11.335], [6.016, 1.285, 1.909], [-5.396, 2.647, 11.635], [-0.461, 1.711, -13.369], [1.891, 1.615, -9.588], [-2.302, -0.196, -3.270], [-7.115, 1.454, -6.113], [12.159, 1.185, 3.869], [-1.222, 3.696, -4.318], [10.060, 0.403, 5.468], [-3.991, 5.651, -6.684], [-0.275, 2.589, 3.880], [-1.120, -0.201, 5.317], [1.242, 1.775, -11.957], [-0.108, 0.228, -2.888], [3.440, -0.101, 1.823], [10.598, -1.102, 4.691], [-0.723, 0.914, 1.033], [0.107, 0.077, -13.803], [11.202, 2.105, 2.689], [8.391, -1.405, 5.420], [1.811, -7.839, 1.600], [-2.116, 3.126, 11.844], [0.744, 1.245, 4.250], [-7.651, 3.142, -6.233], [-1.153, 1.733, -0.826], [-3.381, 4.099, -6.103], [0.661, -2.106, 3.975], [8.127, 1.566, 3.234], [-2.758, -1.580, -0.640], [-0.830, 0.496, -6.621], [-2.750, 0.146, 4.694], [-2.562, 0.059, -6.616], [0.603, -3.591, 0.377], [1.866, -1.119, -0.824], [-2.998, 2.115, -8.541], [-5.368, 4.778, -3.048], [7.074, -2.243, 0.885], [-1.542, -8.758, 0.341], [2.518, -10.568, 0.683], [3.613, -9.593, -0.319], [-5.856, 1.159, 6.565], [-4.986, 4.002, -8.018], [-4.171, 3.934, 11.691], [-0.460, -7.494, -0.252], [2.119, 2.106, 0.651], [-2.853, 1.704, 12.627], [-4.905, 1.903, 5.260], [-1.340, 2.099, -5.076], [-4.366, 4.277, 6.535], [-2.793, 3.453, 6.442], [-1.348, -1.080, -7.251], [-6.055, 2.886, 6.205], [-1.632, 2.012, -10.643], [-1.501, 2.349, -7.613], [-3.867, 3.097, -2.358], [5.532, -0.022, 3.015], [10.800, 2.203, 4.415], [1.728, 0.153, -11.415], [1.174, -1.718, 1.747], [-1.238, 2.226, -3.306], [2.584, 0.419, 3.244], [0.161, -4.503, -1.084], [-1.766, 1.495, 11.238], [-0.869, -4.602, 0.359], [1.682, -5.440, 2.306], [-1.780, -2.322, -1.887], [-0.091, -5.532, 2.203], [-2.721, 0.560, -1.753], [-1.585, 0.337, -13.327], [1.010, -7.523, 3.143], [2.799, -2.973, 1.270], [-2.679, 5.046, 8.157], [-0.194, -0.913, -1.580], [-6.054, 4.348, 10.159], [-2.915, 4.431, -3.052], [5.842, -2.010, 2.144], [0.517, 0.553, -9.258], [-6.245, 4.689, -6.968], [-3.465, -1.928, -2.217], [-5.574, 2.974, 9.158], [-0.105, -9.782, -1.204], [2.581, -10.821, -1.080], [2.134, -1.304, 4.548], [5.655, -1.219, 0.563], [-1.913, 1.320, 2.812], [8.328, -1.336, 3.655], [-2.677, 3.464, 8.943], [-7.241, 2.227, -7.707], [-1.743, 1.422, 5.298], [-5.570, 3.426, -4.169], [0.520, 1.709, -1.288], [2.190, -2.945, 3.964], [6.619, 1.909, 4.089], [-0.976, -0.144, 2.790], [-1.593, 3.545, -9.763], [0.325, -10.364, 0.421]], "forces_ev_per_angstrom": [[0.400, 0.385, -0.230], [-0.257, 0.079, 0.020], [-0.058, 0.029, 0.125], [-0.146, 0.090, 0.193], [0.064, 0.123, 0.021], [0.042, -0.104, 0.150], [0.000, 0.094, 0.237], [0.099, 0.165, -0.172], [-0.154, -0.181, -0.042], [-0.029, 0.136, -0.001], [-0.226, 0.125, 0.014], [0.009, -0.057, 0.139], [-0.097, -0.040, 0.094], [-0.043, 0.129, 0.017], [-0.030, 0.046, -0.181], [0.001, 0.100, 0.236], [0.296, 0.045, -0.063], [-0.122, 0.199, 0.109], [0.091, -0.130, 0.237], [0.055, 0.205, 0.081], [-0.212, -0.065, 0.082], [-0.170, 0.013, -0.018], [-0.191, 0.161, -0.153], [0.071, -0.062, -0.030], [-0.107, 0.072, -0.081], [-0.173, -0.139, 0.049], [-0.135, -0.213, -0.256], [0.035, -0.092, -0.017], [0.125, 0.175, 0.013], [-0.013, 0.051, 0.297], [-0.078, 0.021, -0.192], [-0.085, 0.048, -0.114], [0.011, 0.396, 0.010], [0.073, -0.084, 0.116], [-0.048, -0.078, 0.040], [-0.158, 0.197, 0.225], [0.037, 0.145, -0.015], [-0.064, 0.037, 0.001], [-0.146, -0.040, -0.038], [0.350, -0.117, -0.321], [-0.021, -0.151, 0.141], [0.035, -0.051, -0.088], [0.021, 0.183, -0.014], [0.363, -0.412, -0.428], [0.134, -0.069, 0.063], [-0.035, -0.134, -0.157], [0.010, 0.075, -0.106], [0.059, -0.100, -0.161], [0.131, 0.079, 0.006], [0.204, -0.095, -0.039], [0.050, -0.099, -0.164], [0.069, -0.122, 0.086], [0.173, 0.034, -0.041], [-0.007, -0.007, -0.098], [-0.144, -0.007, 0.058], [-0.031, -0.161, -0.023], [0.197, -0.050, -0.032], [0.120, -0.046, -0.070], [0.157, 0.004, 0.050], [0.053, -0.155, -0.126], [-0.097, -0.013, 0.036], [0.008, 0.068, 0.064], [0.011, -0.003, -0.006], [0.003, -0.030, 0.031], [-0.131, 0.199, -0.186], [0.010, -0.026, -0.025], [-0.010, 0.015, 0.034], [-0.004, 0.005, 0.037], [-0.018, 0.037, 0.006], [0.033, -0.010, -0.010], [0.043, 0.256, 0.109], [0.113, -0.320, 0.084], [-0.023, 0.035, -0.008], [0.051, 0.037, -0.205], [0.213, 0.158, -0.076], [0.016, 0.028, 0.088], [-0.003, -0.068, 0.085], [0.014, 0.035, -0.007], [0.027, -0.017, -0.019], [-0.009, -0.038, -0.025], [-0.046, 0.052, -0.105], [-0.007, 0.000, 0.011], [0.305, -0.294, -0.051], [-0.004, 0.005, -0.012], [-0.154, 0.212, 0.042], [-0.075, -0.077, 0.033], [-0.397, 0.141, 0.127], [0.025, -0.117, -0.044], [-0.027, -0.105, 0.202], [0.004, -0.023, 0.008], [-0.119, -0.294, 0.013], [0.049, 0.008, 0.075], [-0.114, 0.027, -0.006], [-0.231, -0.383, 0.054], [0.008, 0.060, 0.087], [-0.029, -0.020, -0.002], [0.019, 0.033, -0.039], [-0.014, 0.028, -0.026], [-0.004, -0.008, -0.008], [0.010, 0.000, -0.034], [0.029, -0.032, -0.007], [-0.065, 0.077, -0.025], [0.034, 0.024, -0.009], [0.122, -0.010, 0.015], [0.210, 0.190, 0.008], [0.005, 0.036, 0.012], [-0.052, 0.029, -0.022], [0.060, -0.064, 0.047], [-0.027, -0.001, 0.022], [-0.029, 0.075, -0.060], [-0.045, -0.018, -0.027], [0.012, 0.005, -0.010], [0.042, -0.105, 0.055], [0.035, -0.010, -0.003], [0.039, 0.069, 0.045], [0.025, -0.024, 0.027], [0.010, -0.006, 0.007], [0.052, 0.062, -0.045], [-0.222, 0.036, -0.074], [0.048, 0.053, 0.015], [-0.361, 0.183, 0.287], [0.046, 0.019, -0.012], [-0.010, -0.034, 0.011], [0.006, 0.038, 0.024], [-0.066, 0.037, 0.059], [0.061, -0.245, -0.120], [-0.040, -0.008, -0.017], [-0.145, 0.167, 0.053], [0.004, -0.036, -0.009], [0.041, -0.016, -0.001], [-0.025, -0.048, -0.043], [0.037, -0.017, 0.016], [0.186, -0.210, -0.070], [-0.029, -0.021, -0.021], [0.017, 0.002, -0.038], [-0.026, 0.008, -0.011], [-0.101, -0.001, -0.079], [-0.028, 0.004, 0.035], [-0.199, -0.101, 0.009], [0.118, -0.044, 0.006], [-0.028, -0.084, 0.035], [-0.012, -0.023, 0.023], [-0.005, 0.145, 0.194], [-0.049, -0.026, 0.028], [-0.091, 0.088, -0.263], [0.039, 0.107, -0.062], [-0.096, -0.078, -0.018], [-0.021, 0.032, 0.006], [-0.048, 0.126, 0.170], [0.093, -0.038, -0.070], [0.242, 0.007, 0.022], [0.023, -0.213, 0.041], [0.027, 0.031, -0.015], [0.165, -0.322, 0.091], [-0.024, -0.004, -0.036], [0.017, 0.014, 0.029]], "smiles": "CCCCN[PH](S)(C[C@H](C)O)OCCC.COCCOCCOC.COCCOCCOC.COCCOCCOC.COCCOCCOC.COCCOCCOC", "gap_ev": 8.937, "spin_multiplicity": 1, "homo_energy_ev": -8.48, "lumo_energy_ev": 0.46}



{"formula": "C33H23BrCuN4O", "method": "the ωB97M-V functional and the def2-TZVPD basis", "species": ["Br", "Cu", "O", "N", "N", "N", "N", "C", "C", "C", "C", "C", "C", "C", "C", "C", "C", "C", "C", "C", "C", "C", "C", "C", "C", "C", "C", "C", "C", "C", "C", "C", "C", "C", "C", "C", "C", "C", "C", "C", "H", "H", "H", "H", "H", "H", "H", "H", "H", "H", "H", "H", "H", "H", "H", "H", "H", "H", "H", "H", "H", "H", "H"], "positions_angstrom": [[6.568, 1.707, 1.734], [-0.429, -0.054, -0.248], [1.528, -0.491, -0.755], [-1.272, -2.031, 0.244], [0.317, 1.991, -0.077], [-1.920, 1.052, -1.190], [0.001, -0.343, 2.037], [-0.746, 2.847, -0.088], [-0.756, 4.186, 0.395], [1.462, 2.238, 0.480], [4.940, 1.009, 0.978], [-3.088, 3.178, -0.869], [0.818, -1.732, 3.780], [-2.831, -3.903, -0.293], [-1.938, 2.333, -0.728], [0.750, -2.582, 1.420], [4.932, -0.277, 0.443], [0.638, -0.716, 4.700], [-2.509, -2.554, 0.036], [1.413, -4.508, -0.484], [-3.632, -1.701, 0.241], [-4.149, -4.330, -0.428], [0.146, 0.504, 4.272], [-2.984, 0.595, -1.852], [0.246, -3.777, -0.618], [0.497, -1.520, 2.435], [-4.199, 2.628, -1.528], [3.764, -0.756, -0.112], [3.804, 1.788, 0.971], [-1.889, 4.975, 0.263], [2.259, -4.307, 0.601], [-0.149, 0.639, 2.924], [-0.144, -2.805, 0.329], [2.553, 0.010, -0.196], [-5.220, -3.463, -0.256], [2.600, 1.334, 0.412], [1.917, -3.335, 1.532], [-4.137, 1.341, -2.040], [-4.931, -2.138, 0.091], [-3.049, 4.504, -0.351], [-0.368, -3.903, -1.502], [-6.243, -3.804, -0.366], [0.138, 4.599, 0.848], [-4.985, 0.900, -2.551], [3.185, -4.860, 0.696], [1.684, -5.230, -1.248], [-0.527, 1.580, 2.524], [2.601, -3.117, 2.347], [5.825, -0.889, 0.474], [-1.867, 5.994, 0.640], [-5.743, -1.437, 0.254], [-0.002, 1.330, 4.956], [-5.095, 3.229, -1.639], [3.722, -1.764, -0.513], [-2.907, -0.418, -2.234], [0.870, -0.881, 5.746], [1.621, 3.156, 1.060], [3.826, 2.782, 1.406], [-2.039, -4.626, -0.417], [1.192, -2.699, 4.091], [-3.421, -0.677, 0.533], [-4.336, -5.370, -0.682], [-3.926, 5.137, -0.446]], "forces_ev_per_angstrom": [[-0.055, -0.026, -0.013], [-0.303, -0.347, -0.091], [0.547, 0.001, 0.000], [-0.288, -0.172, 0.065], [0.233, 0.172, 0.153], [-0.265, 0.578, 0.157], [0.186, 0.232, 0.149], [-0.342, 0.107, -0.136], [-0.062, -0.125, -0.025], [-0.010, -0.148, -0.129], [0.114, 0.029, 0.026], [0.074, 0.037, 0.022], [0.012, -0.062, 0.098], [-0.140, 0.060, 0.111], [0.247, -0.001, 0.042], [-0.019, 0.056, -0.040], [-0.181, 0.044, -0.012], [0.021, -0.159, -0.006], [0.167, -0.148, -0.038], [-0.040, 0.058, 0.035], [0.024, 0.042, -0.075], [0.118, 0.131, 0.014], [-0.032, 0.093, -0.073], [-0.036, -0.009, -0.129], [0.050, -0.005, 0.041], [-0.003, -0.073, -0.108], [0.047, 0.092, 0.053], [0.055, 0.061, -0.013], [-0.144, -0.069, -0.014], [-0.005, -0.114, -0.043], [-0.059, 0.061, 0.029], [-0.058, -0.092, -0.131], [0.034, -0.028, 0.066], [-0.179, 0.036, 0.059], [0.092, 0.063, 0.048], [-0.004, -0.047, 0.022], [-0.032, 0.059, -0.017], [0.003, -0.135, -0.039], [0.089, -0.069, -0.038], [0.121, -0.090, 0.033], [0.013, 0.003, 0.034], [-0.018, -0.001, -0.018], [-0.053, 0.004, -0.005], [0.032, -0.005, -0.024], [-0.006, 0.009, 0.011], [-0.024, 0.004, -0.027], [0.038, -0.102, 0.015], [-0.024, -0.006, -0.036], [0.005, -0.007, -0.001], [0.006, -0.030, -0.008], [-0.001, 0.032, 0.011], [-0.011, -0.008, -0.035], [-0.029, 0.016, -0.014], [-0.020, 0.053, -0.005], [-0.039, 0.029, 0.107], [0.035, -0.010, 0.023], [0.094, 0.039, -0.051], [0.018, 0.011, 0.010], [0.007, -0.034, 0.001], [-0.012, 0.019, -0.006], [-0.027, -0.071, -0.037], [0.017, -0.009, 0.013], [0.024, -0.030, -0.009]], "charge": -2, "gap_ev": [3.344, 4.670], "spin_multiplicity": 2, "homo_energy_ev": [0.86, -0.46], "lumo_energy_ev": [4.21, 4.21]}



{"formula": "C5H4N2S", "method": "the ωB97M-V functional and the def2-TZVPD basis", "species": ["S", "N", "N", "C", "C", "C", "C", "C", "H", "H", "H", "H"], "positions_angstrom": [[-0.029, 1.393, 0.072], [3.342, -0.416, 0.206], [-3.397, -0.470, -0.339], [-2.304, -0.261, 0.024], [2.215, -0.277, -0.236], [0.905, -0.013, -0.667], [-0.888, -0.236, 0.658], [0.143, -1.234, 0.122], [0.798, -1.583, 1.004], [-1.041, -0.282, 1.791], [0.754, -0.083, -1.796], [-0.086, -2.012, -0.623]], "forces_ev_per_angstrom": [[-0.169, -2.182, 0.629], [-6.357, 0.510, -2.466], [2.508, 0.761, 0.627], [-0.468, -1.297, 0.440], [8.566, 0.540, 2.280], [-1.130, -2.070, -1.172], [-3.116, 1.128, 0.704], [1.139, 1.789, -0.146], [-1.103, 0.314, -1.677], [0.191, 0.170, -1.666], [0.392, 0.128, 1.577], [-0.453, 0.209, 0.871]], "de_lowest_kcal_mol": 53.41, "smiles": "N#C[C@H]1C[C@H](C#N)S1", "gap_ev": 9.926, "spin_multiplicity": 1, "homo_energy_ev": -10.23, "lumo_energy_ev": -0.30}



{"formula": "C5H11O6", "method": "the ωB97M-V functional and the def2-TZVPD basis", "species": ["O", "O", "O", "O", "O", "O", "C", "C", "C", "C", "C", "H", "H", "H", "H", "H", "H", "H", "H", "H", "H", "H"], "positions_angstrom": [[-2.104, -0.520, 2.119], [-1.141, -0.738, -1.025], [-2.317, -1.608, -0.773], [2.706, 1.277, 0.979], [1.328, -0.473, -2.088], [1.658, -0.486, -0.680], [0.378, 1.570, -0.922], [-0.577, -0.487, 0.240], [0.704, 0.367, -0.034], [-1.646, 0.083, 1.057], [1.493, 0.627, 1.278], [1.312, 2.064, -1.193], [3.076, 1.631, 1.808], [-1.511, -1.273, 2.384], [0.918, 1.271, 1.966], [-2.337, -2.091, -1.641], [-2.217, 0.933, 0.685], [1.687, -0.350, 1.760], [2.048, -1.017, -2.475], [-0.147, 1.247, -1.818], [-0.247, 2.279, -0.374], [-0.237, -1.409, 0.738]], "forces_ev_per_angstrom": [[-0.225, -2.049, 2.570], [-0.693, -1.168, -0.951], [0.821, 0.005, -1.116], [0.520, 0.355, 0.269], [0.656, -0.674, -0.513], [-0.052, -0.130, -0.698], [0.301, 0.226, 0.628], [0.116, 0.079, 0.603], [0.089, -0.338, -0.130], [1.009, 2.194, -1.251], [-0.805, 0.323, 0.220], [-0.094, 0.020, -0.034], [-0.270, -0.245, -0.579], [-0.884, 1.002, -0.465], [-0.209, -0.433, -0.253], [0.152, 0.631, 1.055], [-0.009, -0.343, 0.240], [-0.170, 0.254, -0.156], [-0.426, 0.417, 0.639], [0.084, 0.115, 0.170], [0.011, -0.056, 0.038], [0.077, -0.187, -0.285]], "de_lowest_kcal_mol": 33.95, "gap_ev": [7.384, 10.062], "spin_multiplicity": 2, "homo_energy_ev": [-6.70, -9.39], "lumo_energy_ev": [0.69, 0.68]}